(1)
This record from the Open Molecules 2025 dataset describes a cluster of 3 separate species, C6H16N2O in total in a non-equilibrium geometry. The level of theory is wB97M-V/def2-TZVPD.

```
25
Properties=species:S:1:pos:R:3:forces:R:3:lowdin_charge:R:1
H -1.40391 -1.16620 1.45439 0.15 0.05 -0.18 0.05
N -1.97291 -0.34443 1.25073 -0.77 -0.52 -0.18 0.04
C -2.34924 -0.35175 0.00099 0.70 0.91 0.81 -0.58
C -3.28760 0.74374 -0.43643 -0.22 -0.18 0.07 -0.04
N -1.78490 -1.13287 -0.93221 2.58 -0.78 -0.28 0.08
H -2.70164 1.62060 -0.72150 0.06 -0.10 -0.06 0.08
H -3.93936 1.03351 0.38467 0.02 -0.06 -0.01 0.07
H -3.89338 0.43227 -1.28689 -0.01 0.04 -0.06 0.07
H -0.54881 -1.23204 -0.82989 -3.46 0.39 -0.15 0.10
H -2.10469 -0.97531 -1.87933 0.12 0.03 0.08 0.08
C 1.02621 -1.13205 -0.84480 2.01 0.55 0.40 -0.07
C 1.71661 -0.21194 -0.07988 0.35 -1.70 -1.24 -0.39
C 2.24702 -0.60937 1.26386 -0.18 0.18 0.10 -0.06
C 2.36892 0.97366 -0.71960 -0.37 0.23 0.23 -0.06
H 1.09402 -2.16985 -0.53300 -0.42 -0.03 0.30 0.08
H 1.07075 -1.00446 -1.92085 -0.30 0.22 -0.08 0.08
H 1.65672 -1.40789 1.70825 -0.01 -0.03 0.01 0.08
H 2.25561 0.23980 1.94197 0.04 0.02 0.08 0.07
H 3.28111 -0.96070 1.15421 -0.14 0.05 -0.07 0.09
H 1.88876 1.23890 -1.65587 -0.02 -0.02 -0.13 0.08
H 3.42403 0.75046 -0.90579 -0.07 -0.11 -0.01 0.09
H 2.32464 1.83639 -0.06418 0.06 0.14 0.08 0.07
O 0.09237 1.26202 0.88462 -0.93 -0.10 0.48 -0.11
H 0.28859 1.84780 1.62578 -0.22 -0.08 -0.06 0.05
H -0.74891 0.71971 1.14075 1.01 0.92 -0.13 0.01
```
Positions in Å, forces in eV/Å.

Its HOMO energy is -8.65 eV. The orbital gap is 9.40 eV. For the energy above the lowest of the compared OMol25 structures with the same formula, charge and spin, the calculation gives 253.3 kJ/mol. The lowest unoccupied orbital energy is 0.028 Eh. As for the structure (SMILES): [H]/N=C(/C)N.C=C(C)C.O.

---

(2)
This record from the Open Molecules 2025 dataset describes a cluster of 2 separate species, C6H13Cl in total in a non-equilibrium geometry. The level of theory is wB97M-V/def2-TZVPD.

```
20
Properties=species:S:1:pos:R:3:forces:R:3:lowdin_charge:R:1
C -2.18227 0.40939 0.35484 -0.80 0.22 -2.03 -0.11
C -0.76182 2.29288 -0.78275 -0.99 0.95 2.70 -0.17
C 0.93160 -1.61222 -0.78978 -1.17 -0.35 1.67 -0.17
C 1.94464 -1.34621 1.57876 -1.74 1.82 -0.33 -0.13
C -1.30447 0.92982 -0.74163 -0.59 0.38 1.13 -0.24
C 1.81741 -0.82098 0.16123 -1.42 -2.76 -0.56 -0.83
Cl 2.20980 0.67905 -0.44927 0.67 1.23 0.40 0.71
H -1.79292 -0.51377 0.70315 0.58 -0.78 1.07 0.04
H -3.16248 0.05652 -0.09765 0.70 0.83 0.63 0.10
H -2.29983 1.17879 1.09076 -0.32 -0.02 0.81 0.06
H -0.27505 2.53890 0.19865 -0.45 -0.17 -0.51 0.08
H -1.59858 3.07148 -0.85652 1.10 -0.73 -0.42 0.10
H 0.03741 2.38602 -1.45954 0.54 0.45 -1.39 0.02
H 1.13575 -1.34413 -1.83714 0.13 -0.64 0.31 0.05
H 1.03437 -2.75911 -0.47764 -0.54 2.44 -1.21 0.11
H -0.16873 -1.19022 -0.61517 1.89 -1.28 -0.32 0.07
H 1.69107 -2.41790 1.57321 -0.40 0.59 0.14 0.06
H 1.26253 -0.68966 2.31624 1.69 -1.65 -1.24 0.13
H 2.98235 -1.33035 1.78105 1.11 0.45 1.12 0.04
H -1.50079 0.48168 -1.65082 0.01 -0.97 -1.98 0.06
```
Positions in Å, forces in eV/Å.

Its HOMO energy (spin up / spin down) is -7.41 / -7.12 eV. The orbital gap (spin up / spin down) is 8.16 / 7.95 eV. For the energy above the lowest of the compared OMol25 structures with the same formula, charge and spin, the calculation gives 299.2 kJ/mol. The lowest unoccupied orbital energy (spin up / spin down) is 0.027 / 0.030 Eh.

---

(3)
This record from the Open Molecules 2025 dataset describes a cluster of 2 separate species, C3H8NO2 in total in a non-equilibrium geometry. The level of theory is wB97M-V/def2-TZVPD.

```
14
Properties=species:S:1:pos:R:3:forces:R:3:lowdin_charge:R:1
O 0.70629 -0.11303 1.61460 0.00 -0.59 0.02 0.05
C 1.90459 -0.17885 1.71379 0.02 1.02 0.32 -0.32
O 2.69003 -0.08295 0.64975 -0.02 -0.05 -0.08 0.12
H 2.39008 -0.17866 2.69484 0.18 -0.28 -0.03 0.16
H 3.61821 0.05299 0.89212 -0.03 -0.22 0.04 0.14
C -2.22033 -0.48601 -0.77610 0.09 -0.26 0.51 0.01
C -0.24842 0.83524 -1.21790 0.27 0.32 0.47 0.17
N -0.86072 -0.00490 -0.49908 -0.49 -0.50 -0.22 0.00
H -2.78707 0.26436 -1.31639 -0.11 0.02 0.12 0.10
H -2.63932 -0.76203 0.18523 -0.41 0.35 0.04 0.10
H -2.19557 -1.41827 -1.33738 0.32 0.10 -0.23 0.11
H -0.76310 1.39194 -1.99147 0.03 -0.33 -0.28 0.13
H 0.78958 1.04134 -0.98279 -0.04 0.15 0.07 0.11
H -0.38425 -0.36118 0.37078 0.18 0.27 -0.73 0.12
```
Positions in Å, forces in eV/Å.

The total charge is +1. Its HOMO energy is -15.56 eV. The orbital gap is 11.11 eV. For the energy above the lowest of the compared OMol25 structures with the same formula, charge and spin, the calculation gives 112.6 kJ/mol. The lowest unoccupied orbital energy is -0.164 Eh.

---

(4)
This record from the Open Molecules 2025 dataset describes the ion C5H8IN2 with charge +1. The level of theory is wB97M-V/def2-TZVPD.

```
16
Properties=species:S:1:pos:R:3:forces:R:3:lowdin_charge:R:1
C 1.59711 0.50384 0.83929 -0.19 -0.46 0.55 -0.02
C 1.16407 1.14136 -1.42849 0.18 0.45 -0.14 -0.09
C 0.37215 -0.17044 1.32679 0.36 -0.03 0.34 -0.18
C -0.67930 -0.43311 0.36683 -0.66 -0.03 -0.53 -0.24
C -2.07635 -0.51159 0.70335 0.09 0.08 -0.12 -0.53
N 1.71981 0.86512 -0.39805 0.02 0.29 -0.13 0.16
N 1.01820 1.13485 -2.70115 -0.11 -0.01 -0.70 0.21
I -2.85034 1.54149 0.21474 0.02 -0.20 0.10 0.72
H 2.44793 0.64370 1.48064 0.16 0.06 0.19 0.14
H 0.70946 -1.16173 1.67486 0.22 -0.10 0.18 0.17
H 0.00756 0.30561 2.24369 0.05 0.10 -0.01 0.15
H -0.41719 -0.51719 -0.67829 -0.06 -0.23 -0.07 0.09
H -2.30073 -0.65636 1.75596 -0.02 0.08 -0.04 0.06
H -2.66054 -1.16740 0.06241 -0.01 0.17 0.07 0.06
H 1.49025 0.46596 -3.30466 -0.03 -0.02 0.14 0.15
H 0.51716 1.88678 -3.16500 -0.02 -0.16 0.17 0.15
```
Positions in Å, forces in eV/Å.

The total charge is +1. Its HOMO energy (spin up / spin down) is -11.50 / -12.78 eV. The orbital gap (spin up / spin down) is 5.46 / 8.29 eV. For the energy above the lowest of the compared OMol25 structures with the same formula, charge and spin, the calculation gives 328.6 kJ/mol. The lowest unoccupied orbital energy (spin up / spin down) is -0.222 / -0.165 Eh.

---

(5)
This record from the Open Molecules 2025 dataset describes an isolated molecule of C4H10O. The level of theory is wB97M-V/def2-TZVPD.

```
15
Properties=species:S:1:pos:R:3:forces:R:3:lowdin_charge:R:1
C 2.08644 0.53122 -0.52654 0.08 0.03 -0.05 -0.11
C 0.92708 -0.33955 -0.02286 -0.02 -0.10 -0.01 -0.27
C -0.39422 0.41196 0.12986 0.01 0.04 0.00 -0.22
C -1.56729 -0.53145 0.32900 0.42 -0.20 -0.06 -0.30
O -2.74204 0.24279 0.47895 -0.30 -0.11 0.05 -0.07
H 1.72543 1.43960 -1.02280 0.03 -0.15 0.08 0.07
H 2.75749 0.83433 0.28315 -0.14 0.03 -0.11 0.07
H 2.68225 -0.02087 -1.25792 0.05 0.11 0.10 0.06
H 0.77838 -1.16973 -0.72579 -0.03 0.10 0.11 0.10
H 1.20264 -0.79376 0.93750 -0.08 -0.01 -0.16 0.11
H -0.58474 1.01008 -0.77005 0.01 -0.07 0.11 0.12
H -0.34510 1.11277 0.97286 -0.02 -0.08 -0.11 0.12
H -1.64235 -1.19821 -0.54665 -0.02 0.12 0.14 0.12
H -1.38981 -1.17093 1.21043 -0.07 0.15 -0.11 0.12
H -3.49416 -0.35823 0.53087 0.08 0.16 0.01 0.08
```
Positions in Å, forces in eV/Å.

Its HOMO energy is -10.31 eV. The orbital gap is 11.33 eV. For the energy above the lowest of the compared OMol25 structures with the same formula, charge and spin, the calculation gives 39.4 kJ/mol. The lowest unoccupied orbital energy is 0.038 Eh. As for the structure (SMILES): CCCCO.

---

(6)
This record from the Open Molecules 2025 dataset describes an isolated molecule of C4H9NO3 in a non-equilibrium geometry. The level of theory is wB97M-V/def2-TZVPD.

```
17
Properties=species:S:1:pos:R:3:forces:R:3:lowdin_charge:R:1
C 0.61633 0.36020 -0.14228 -1.09 0.46 -0.33 -0.07
C 0.98380 0.73998 -1.50484 0.60 -0.33 0.05 0.01
C 1.01948 1.19648 0.99331 0.89 -0.15 0.73 -0.01
C -0.38901 -0.77730 -0.02410 -0.10 0.54 -0.05 -0.75
N -2.71524 -0.60170 0.62522 0.28 -0.17 0.12 0.04
O -1.38024 -0.12802 0.84154 0.28 -0.76 -0.16 -0.14
O 0.66824 -1.54453 0.78428 -0.06 0.49 0.25 0.03
O -0.80184 -1.38960 -1.03555 0.10 0.18 0.20 -0.04
H 0.92811 -2.29599 0.23263 -0.31 0.06 -0.16 0.10
H -2.69201 -1.00548 -0.31794 0.10 0.08 0.08 0.07
H -2.80235 -1.40280 1.25244 0.00 0.07 -0.08 0.08
H 1.05752 -0.14903 -2.13527 -0.02 0.05 0.01 0.11
H 0.74102 0.81842 1.97201 -0.26 -0.22 -0.19 0.10
H 1.85406 1.39088 -1.56884 -0.03 -0.03 -0.03 0.10
H 0.10099 1.27083 -1.89356 -0.05 -0.08 0.19 0.14
H 0.69549 2.24046 0.94224 -0.30 -0.16 -0.53 0.12
H 2.11565 1.27720 0.97870 -0.03 -0.05 -0.09 0.11
```
Positions in Å, forces in eV/Å.

Its HOMO energy is -9.29 eV. The orbital gap is 8.15 eV. For the energy above the lowest of the compared OMol25 structures with the same formula, charge and spin, the calculation gives 511.3 kJ/mol. The lowest unoccupied orbital energy is -0.042 Eh.

---

(7)
This record from the Open Molecules 2025 dataset describes a structure of composition C18H27ClHfN2S in a non-equilibrium geometry. The level of theory is wB97M-V/def2-TZVPD.

```
50
Properties=species:S:1:pos:R:3:forces:R:3:lowdin_charge:R:1
C 0.24605 0.54590 -5.75102 -0.09 0.54 0.21 -0.22
C 1.62886 1.04451 -5.64158 0.10 -0.26 0.78 -0.01
C 0.00844 -0.89771 -5.88376 0.06 -0.16 0.98 0.00
C -0.86719 1.51346 -5.84042 -0.17 -0.08 0.77 0.00
Cl 0.34784 0.99535 -2.13971 0.50 1.65 -2.65 0.22
H 0.03027 -1.06185 -6.97576 -0.05 -0.20 0.06 0.15
H -0.98068 -1.22309 -5.48251 0.68 0.33 -0.53 0.12
H 0.83523 -1.47771 -5.41181 -0.61 0.33 -0.57 0.12
H 1.94885 1.24067 -6.67670 0.05 0.05 -0.06 0.14
H 2.30288 0.26826 -5.22526 -0.33 0.52 -0.35 0.11
H 1.72234 1.99597 -5.07449 -0.20 -0.58 -0.48 0.12
H -0.94814 1.74300 -6.91706 -0.04 0.03 0.00 0.14
H -0.65416 2.47213 -5.31177 -0.08 -0.74 -0.47 0.12
H -1.84120 1.08133 -5.51625 0.71 0.28 -0.33 0.12
C 1.77048 -1.47790 1.33821 -0.18 -0.82 -1.27 -0.17
C 0.88038 -2.22300 0.51128 1.10 -0.27 -0.17 -0.16
C 1.11243 -1.85691 -0.85680 0.59 -0.43 0.23 -0.24
H 0.23509 -3.04600 0.81107 0.30 0.50 0.07 0.12
C 2.20894 -0.94840 -0.86786 0.57 -0.57 0.87 -0.25
C 2.58698 -0.68932 0.47264 -0.41 -0.37 -1.14 -0.19
H 3.32536 0.04072 0.73567 0.27 0.00 0.31 0.11
H 1.94723 -1.65312 2.39633 -0.20 0.37 -0.25 0.12
H 0.61503 -2.23202 -1.74463 0.11 -0.18 0.32 0.12
H 2.70734 -0.57720 -1.74226 -0.05 0.27 -0.08 0.10
C -2.21667 0.74783 0.76151 0.28 0.02 -1.24 -0.15
C -1.93391 -0.44251 1.47467 -0.15 -0.71 -1.25 -0.14
C -1.72515 -1.47661 0.50291 -0.68 0.63 0.03 -0.16
H -2.07813 -0.60639 2.52815 0.28 0.10 0.10 0.11
C -1.82062 -0.90182 -0.79340 -0.32 0.08 0.45 -0.23
C -2.14418 0.46530 -0.63320 -0.56 0.30 0.84 -0.26
H -2.31485 1.17755 -1.42055 -0.04 0.03 0.00 0.09
H -2.46353 1.73117 1.12601 0.05 -0.04 0.34 0.12
H -1.64176 -2.54439 0.66595 0.02 0.41 0.20 0.12
H -1.66448 -1.39780 -1.73647 -0.20 -0.17 0.01 0.11
Hf 0.20505 0.12977 -0.05367 -1.16 -2.33 3.42 1.01
S 1.02206 1.43793 1.95408 -0.48 0.33 1.34 0.69
C 0.30630 0.86122 3.47248 -0.94 0.34 0.39 -0.65
N -0.09794 1.85457 4.25612 0.69 -0.35 -1.02 0.01
C -0.47744 1.76132 5.62681 -0.62 -0.02 0.97 -0.15
C 0.01434 0.45534 6.22506 0.32 0.52 0.58 -0.15
C -0.25060 -0.70449 5.31849 -0.55 -0.23 0.26 -0.15
N 0.11495 -0.37238 3.95111 0.70 -0.33 -1.30 0.04
H -0.21304 2.71214 3.77417 0.27 0.97 -0.15 0.12
H -1.57074 1.83198 5.69094 0.14 0.02 0.14 0.14
H -0.04005 2.61528 6.15748 -0.19 -0.19 -0.04 0.14
H -0.49241 0.30598 7.17729 0.10 -0.06 0.02 0.13
H 1.08394 0.52973 6.43232 -0.01 0.02 -0.03 0.13
H -1.29541 -1.01312 5.39246 -0.14 0.13 -0.29 0.13
H 0.32538 -1.57242 5.61898 0.22 -0.09 0.01 0.13
H 0.20028 -1.16226 3.32477 0.35 0.41 -0.02 0.11
```
Positions in Å, forces in eV/Å.

The total charge is +2. Its HOMO energy is -13.72 eV. The orbital gap is 6.00 eV. The lowest unoccupied orbital energy is -0.284 Eh.

---

no.,calculated total energy (Ha)
1,-422.890238
2,-696.432954
3,-324.084390
4,-602.138435
5,-233.629929
6,-438.134328
7,-1717.511037